{
  "formula": "C33H67BrIN15O28STa",
  "method": "ωB97M-V with the def2-TZVPD basis set",
  "species": ["I", "H", "H", "N", "O", "H", "H", "H", "O", "N", "H", "C", "H", "O", "C", "C", "C", "C", "H", "H", "C", "H", "O", "N", "O", "N", "H", "H", "H", "C", "C", "O", "H", "O", "C", "H", "N", "N", "H", "H", "O", "O", "H", "N", "O", "O", "O", "O", "H", "H", "H", "H", "H", "N", "H", "H", "H", "C", "H", "C", "H", "H", "H", "H", "C", "C", "H", "H", "C", "H", "N", "H", "H", "O", "C", "H", "C", "S", "N", "Ta", "C", "C", "N", "O", "C", "H", "H", "C", "C", "O", "H", "O", "H", "H", "O", "O", "H", "C", "C", "O", "O", "H", "C", "H", "H", "H", "H", "H", "C", "O", "N", "H", "N", "N", "H", "H", "H", "O", "H", "H", "H", "C", "N", "C", "H", "C", "H", "O", "C", "C", "H", "H", "C", "H", "O", "O", "H", "H", "H", "H", "O", "H", "C", "C", "H", "Br", "O"],
  "coordinates": [[0.9154, 4.1102, 0.1024], [0.2956, 0.0851, -4.9115], [-1.8001, 2.9217, 1.5485], [-4.2876, 0.1096, 4.4582], [-2.4432, -3.5349, -7.5049], [3.6329, 1.9412, 2.3341], [-4.7185, 5.9307, 4.4171], [7.9893, -0.0850, 3.8955], [-1.0795, -2.1110, -4.8007], [1.9890, -4.7140, -3.9083], [0.4976, 0.7111, 4.2971], [5.8563, 2.8664, 0.6635], [-6.2953, 0.6102, 1.9157], [-1.2603, -1.8712, -8.1909], [-1.6447, 3.0149, 3.5270], [-3.5397, -1.5626, -8.0283], [-1.5366, -1.3086, 0.2357], [7.8036, 3.1823, -0.6522], [1.9414, -0.0273, 3.6187], [8.4791, 0.7606, 2.4001], [0.3145, 0.3987, 0.1133], [8.7658, -0.9932, 2.5592], [1.1418, 8.0663, 4.1190], [1.2761, 3.2008, 3.3854], [-0.6348, -1.7435, -2.7370], [-0.4901, -10.9599, -5.9191], [-3.1094, -2.7540, 0.3871], [-1.9649, 7.5518, 3.7020], [-6.8781, -3.6461, -1.7017], [0.0706, -2.0194, 4.2859], [-3.7796, -0.9479, -0.5772], [6.8196, 3.7773, 0.0367], [0.9083, -0.5049, 0.2702], [7.6744, 2.6228, -1.6916], [0.1176, -1.0285, 3.1070], [3.2980, 4.8449, -3.5063], [-5.7206, -3.0678, -3.3356], [0.0126, 8.2392, 3.7130], [4.5698, 3.4349, -0.9129], [1.3914, -1.3284, -4.9037], [1.3146, 3.1977, -3.5759], [1.0356, -3.9707, -3.8005], [-1.0505, 7.2777, 5.2225], [6.7807, -0.4429, 2.2259], [-6.0085, -2.3259, -4.2524], [-6.3029, 4.5950, 2.8659], [2.9584, 1.8993, -3.0799], [3.0887, -4.5150, -3.4413], [-0.7170, 6.2699, 3.7865], [1.1853, -0.3467, -3.4152], [2.6976, -6.5206, -4.6993], [8.7849, 3.2933, -0.1712], [1.5740, 2.6837, 4.2091], [-2.4446, -6.1196, -4.9885], [5.9074, 3.1024, 1.7235], [4.4483, 3.5460, -3.9631], [4.3411, 0.9819, -0.1021], [-6.8014, -3.9081, -2.7525], [-0.8812, -2.2912, 6.2081], [-1.7244, 2.1301, -1.3916], [-4.0752, 0.9489, -1.5121], [-1.9720, 2.9485, -0.7217], [2.0973, 3.7217, 3.0903], [-0.5558, -9.1739, -7.0186], [4.4559, 3.0726, 0.1072], [-2.2230, -4.7170, -4.5491], [0.5425, -1.5134, 2.2360], [-0.9163, -0.7645, 2.8959], [1.7684, -5.9644, -4.6860], [0.6975, 0.8527, -0.8060], [-0.4182, -1.5993, -3.9115], [-1.7467, -4.1927, -5.3645], [-7.7209, -3.6960, -3.2836], [-1.7565, 4.1876, 3.6459], [-4.5040, 0.6583, 6.5048], [-2.2921, 2.2714, -2.3108], [-1.1089, -0.0251, -0.1496], [-2.6217, -2.0019, 4.6226], [-6.3075, 4.6167, 4.0776], [0.8020, 1.8380, 1.8299], [10.4552, 2.5473, 6.2610], [-1.1232, -9.6476, -6.2278], [2.4937, 2.9239, -3.5338], [-6.6461, 0.3382, -0.6164], [-2.0557, 0.7742, -0.8251], [1.4563, -5.6729, -5.6838], [6.1774, 1.8360, 0.5273], [3.4425, 3.9326, -4.0773], [-3.5761, -0.6845, 5.1904], [6.7376, -0.5576, 1.0177], [3.1856, 4.0880, -5.1204], [0.4970, -11.2827, -6.5491], [-2.1448, -9.8473, -6.5348], [-7.5125, 1.9301, 1.9888], [-3.6757, -0.4027, 6.5219], [-1.0043, -11.6278, -5.0466], [-4.7944, -1.2791, -0.7209], [3.0458, 1.4873, 1.5364], [-5.0236, 4.9448, 4.7526], [-0.3346, 9.1590, 2.9985], [-4.6191, -3.1860, -2.8465], [1.0571, -2.0704, 4.7473], [-0.9769, -1.6592, 5.3302], [-5.1923, 4.9234, 5.8222], [-0.6765, 2.1987, -1.6683], [-3.6115, -1.2523, -9.0660], [0.9729, -6.5163, -4.1961], [-0.1367, -3.0189, 3.8943], [0.9074, 0.2463, 3.4003], [-7.2782, 4.3919, 4.7730], [9.8886, 1.9292, 5.0309], [-4.3896, -2.1625, -7.7281], [-7.3818, 0.9122, 0.1580], [-4.9054, 0.9876, 5.3333], [-0.8829, -0.6211, 5.6195], [10.8824, 1.7468, 6.8565], [11.2270, 3.2417, 5.9451], [-1.4629, -6.7728, -5.3106], [-1.5684, -4.7514, -3.6837], [-3.1807, -4.2806, -4.3009], [-2.0256, 1.3236, 2.3099], [-3.3617, 0.3029, -1.0172], [-2.3125, -2.3950, -7.9001], [-1.0192, 7.2537, 4.1375], [-4.2953, 4.1986, 4.4528], [-2.8359, -1.7672, 0.0399], [-4.7600, 1.1394, 7.4308], [10.6590, 1.3169, 4.3191], [3.6383, 1.7840, 0.1455], [0.7108, -0.7215, -4.3150], [-3.4119, -0.7032, -7.3778], [9.6532, 3.0520, 6.7849], [-6.7480, 1.4464, 1.3942], [-0.8326, -1.9794, 0.7011], [-8.5755, 1.0726, -0.0047], [5.8299, -0.5242, 2.9722], [3.1310, 0.4064, 1.6856], [-6.4988, -4.9443, -2.8689], [2.8965, 1.7673, -0.6461], [3.9659, 3.8462, 0.6958], [-3.5742, -6.5583, -5.0146], [-5.9816, 2.1500, 1.0844], [-1.4480, 2.2478, 2.3278], [8.1150, -0.1661, 2.8269], [-1.1136, -9.0511, -5.3256], [-1.6910, 2.0080, 5.2606], [8.7047, 2.0714, 4.8164]],
  "forces_ev_per_a": [[0.1, 0.1, 0.2], [0.0, 0.0, 0.0], [0.1, -0.1, -0.4], [0.1, -0.3, 0.2], [0.0, -0.1, -0.1], [0.1, 0.1, 0.1], [0.0, 0.0, -0.1], [0.0, 0.0, 0.0], [0.1, 0.2, -0.3], [0.0, 0.0, 0.0], [0.0, 0.1, 0.2], [-0.2, 0.2, 0.0], [0.1, -0.1, 0.0], [0.0, 0.0, -0.1], [0.1, 0.3, -0.6], [-0.1, 0.0, 0.1], [-0.4, 0.2, 0.0], [0.1, 0.3, 0.2], [0.2, 0.2, 0.0], [0.0, 0.0, 0.0], [-0.5, 0.2, 0.0], [0.0, 0.0, -0.1], [0.0, 0.0, 0.0], [0.4, -1.1, -0.8], [0.1, -0.1, 0.1], [0.0, 0.0, 0.0], [0.0, -0.1, 0.0], [0.0, 0.0, 0.0], [0.0, 0.0, 0.0], [0.1, 0.0, -0.6], [0.7, 0.1, 0.1], [0.0, -0.2, 0.6], [0.2, -0.1, 0.0], [-0.1, -0.5, -0.6], [0.0, 0.2, 0.6], [-0.1, 0.0, 0.0], [0.0, 0.0, 0.0], [0.0, 0.0, 0.0], [0.0, 0.0, -0.1], [0.0, 0.0, -0.1], [-0.1, 0.0, -0.1], [0.0, 0.0, 0.0], [0.1, -0.1, 0.0], [0.0, 0.0, 0.0], [0.0, 0.0, -0.1], [0.0, 0.0, -0.2], [0.0, -0.1, -0.1], [0.0, 0.0, 0.0], [0.1, 0.0, 0.1], [0.0, 0.0, 0.0], [0.0, 0.0, 0.0], [0.1, 0.2, 0.1], [-0.2, 0.2, 0.2], [-0.1, 0.0, 0.0], [0.0, 0.0, 0.1], [0.0, 0.0, 0.0], [0.0, -0.1, -0.2], [-0.1, 0.0, 0.0], [0.1, 0.0, 0.2], [0.0, -0.4, -0.4], [0.0, 0.1, -0.1], [0.1, 0.1, 0.1], [-0.2, 0.4, 0.1], [0.0, 0.0, 0.0], [0.0, 0.0, 0.1], [-0.1, -0.1, 0.1], [0.0, -0.2, -0.1], [-0.1, -0.1, -0.4], [0.1, -0.1, 0.0], [0.2, 0.2, 0.0], [-0.2, 0.1, 0.1], [0.1, -0.1, 0.0], [0.0, 0.0, 0.0], [-0.2, 0.6, 0.3], [-0.3, 0.3, 0.1], [-0.1, 0.1, 0.0], [-0.4, -0.3, -0.1], [0.0, -0.3, -0.2], [-0.1, 0.0, 0.2], [1.1, 0.8, 0.8], [-0.1, 0.1, 0.1], [0.1, -0.1, -0.1], [0.0, 0.0, 0.1], [-0.1, 0.0, -0.2], [-0.2, -0.1, 0.2], [-0.1, 0.0, 0.0], [0.1, 0.0, -0.2], [0.1, 0.0, 0.1], [0.0, 0.2, -0.3], [0.0, 0.0, 0.0], [-0.1, 0.0, 0.0], [0.0, 0.0, 0.0], [0.0, 0.0, 0.1], [0.0, 0.0, 0.0], [0.0, 0.1, -0.3], [0.0, 0.0, 0.0], [-0.1, 0.0, 0.0], [-0.9, -0.4, -0.5], [0.0, -0.1, 0.2], [0.0, 0.0, 0.0], [0.0, 0.0, -0.1], [0.0, 0.0, 0.2], [0.2, -0.4, 0.1], [0.0, 0.0, 0.0], [0.1, 0.2, 0.1], [0.0, 0.1, 0.0], [-0.1, 0.0, 0.0], [0.0, -0.1, 0.1], [-0.3, 0.1, -0.4], [0.0, 0.0, 0.0], [0.0, 0.0, 0.0], [0.0, 0.0, 0.0], [0.1, 0.0, 0.1], [-0.2, 0.0, 0.1], [-0.2, 0.2, 0.0], [0.1, 0.0, 0.0], [0.0, 0.0, 0.0], [0.1, 0.1, 0.1], [0.1, 0.1, 0.0], [0.0, 0.0, 0.0], [0.1, -0.2, 0.1], [0.1, -0.2, 0.3], [0.0, 0.1, 0.1], [0.0, 0.0, -0.1], [0.1, 0.0, -0.1], [0.1, 0.5, 0.0], [0.1, 0.0, 0.1], [0.0, 0.0, 0.0], [0.6, -0.2, 0.3], [0.1, 0.0, 0.1], [0.0, 0.0, 0.0], [0.0, 0.0, 0.0], [-0.1, 0.1, 0.1], [0.2, -0.1, 0.0], [0.0, 0.0, 0.0], [0.0, 0.0, 0.0], [0.0, -0.1, 0.1], [0.0, 0.0, 0.0], [-0.2, 0.2, 0.0], [-0.1, 0.2, -0.2], [-0.1, 0.0, 0.0], [0.1, 0.0, 0.0], [-0.6, -0.3, 0.4], [-0.1, -0.2, 0.0], [-0.1, 0.0, 0.1], [0.2, -0.1, 0.4], [0.0, 0.1, 0.1]],
  "lumo_energy_ev": 0.93,
  "charge": -1,
  "e_homo_ev": -5.183
}